{"formula": "C5H4AgO7", "method": "ωB97M-V/def2-TZVPD", "species": ["O", "C", "O", "O", "O", "C", "Ag", "O", "C", "C", "O", "C", "H", "H", "H", "H", "O"], "xyz": [[-0.14019, -1.67424, -2.00876], [0.14331, -1.37126, -3.20780], [0.96547, -1.94797, -3.93010], [-1.63124, 0.25939, -3.04000], [-0.69220, 0.01031, -5.04977], [-0.81193, -0.26327, -3.85091], [-1.62260, -0.40773, -0.89748], [-0.38492, 0.68775, 1.13106], [-0.50497, 0.13743, 2.45537], [0.92835, 0.23195, 2.97530], [1.53178, 1.18363, 2.08439], [0.79288, 1.33517, 0.99464], [-1.21051, 0.75793, 3.02042], [-0.88072, -0.88513, 2.37158], [1.47516, -0.71436, 2.89058], [0.99432, 0.61644, 3.99695], [1.04798, 2.04394, 0.06450]], "atomic_forces_ev_per_a": [[0.29, -0.44, 1.41], [-0.35, -0.40, -1.58], [-0.22, 0.47, 0.65], [-1.14, 0.76, 0.58], [-0.20, -0.11, 0.63], [1.15, -0.28, -0.73], [0.55, 0.03, -0.98], [-0.63, -0.64, 0.26], [-0.01, 0.11, -0.30], [0.17, -0.07, -0.02], [0.63, -0.37, 0.96], [-0.40, 1.65, -1.51], [0.15, -0.13, -0.08], [0.09, 0.17, 0.06], [-0.14, 0.18, 0.03], [0.03, -0.07, -0.23], [0.04, -0.87, 0.84]], "lowdin_charge": [-0.197, -0.643, -0.026, -0.189, -0.023, -0.647, 0.761, -0.021, -0.105, -0.099, 0.073, -0.584, 0.131, 0.128, 0.135, 0.129, 0.177], "homo_lumo_gap_ha": 0.2083, "total_charge": -1, "de_lowest_kj_mol": 0.0}